(1)
{"formula": "C8H11N3S", "method": "wB97M-V/def2-TZVPD", "species": ["C", "C", "C", "C", "C", "C", "C", "C", "N", "N", "N", "S", "H", "H", "H", "H", "H", "H", "H", "H", "H", "H", "H"], "positions_angstrom": [[0.081, -1.636, -1.927], [-0.227, -1.110, -0.893], [-4.204, -1.056, -0.095], [-2.464, 0.258, 0.257], [1.182, 1.190, -1.408], [-0.063, -1.117, 1.521], [1.225, 0.582, 0.074], [-0.104, -0.261, 0.254], [-2.848, -1.037, 0.110], [-4.895, 0.006, -0.168], [-1.228, 0.701, 0.293], [-3.896, 1.300, 0.048], [0.271, -2.333, -2.798], [-4.805, -1.943, -0.472], [2.056, 1.846, -1.617], [0.244, 1.700, -1.656], [1.412, 0.331, -2.080], [-0.574, -0.641, 2.341], [-0.715, -1.975, 1.311], [1.048, -1.381, 1.770], [2.063, -0.106, 0.064], [1.352, 1.301, 0.891], [-0.947, 1.667, 0.468]], "forces_ev_per_a": [[-0.086, -2.290, -1.640], [0.748, -0.418, -1.315], [-0.044, -2.260, -1.427], [-3.450, -1.257, -1.185], [1.789, -0.338, 0.698], [1.219, -0.937, -0.022], [-1.210, 0.130, -2.093], [0.684, 1.327, 1.235], [0.575, 1.650, 0.584], [-0.991, 1.796, 0.160], [2.062, 0.160, 0.476], [0.974, 0.026, 0.484], [-0.434, 1.510, 1.586], [1.432, 0.501, 1.116], [-0.685, 0.055, 0.522], [0.302, -0.263, -0.023], [-0.764, 0.790, 0.387], [0.289, 0.561, 0.485], [0.684, -0.231, 0.257], [-2.265, 0.195, -0.315], [0.076, -0.145, 0.344], [-0.181, -0.009, -0.208], [-0.726, -0.553, -0.109]], "mulliken_charge": [-0.3592, -0.9273, -0.1145, 0.3063, -0.9809, -1.6001, -1.1276, 1.8755, -0.4264, -0.3527, -0.2222, 0.0282, 0.4041, 0.3228, 0.3535, 0.2911, 0.2235, 0.3345, 0.4232, 0.3363, 0.4699, 0.4272, 0.3149], "e_above_lowest_kcal_mol": 65.2, "gap_ev": 9.25, "homo_ev": -8.689, "energy_ev": -23777.037}

***

(2)
{"formula": "C3H7O3Rh", "method": "wB97M-V/def2-TZVPD", "species": ["O", "C", "C", "O", "C", "Rh", "H", "H", "H", "H", "H", "H", "O", "H"], "positions_angstrom": [[0.340, 1.564, -0.501], [-0.710, 1.337, 0.394], [-0.828, -0.148, 0.681], [-2.114, -0.708, 0.506], [-1.880, -0.841, -0.773], [1.508, 0.183, -0.361], [-1.670, 1.715, -0.019], [-0.549, 1.858, 1.358], [-0.643, -0.412, 1.732], [3.361, -1.456, 0.451], [-2.205, -1.801, -1.181], [-1.813, -0.063, -1.538], [3.193, -0.710, -0.137], [4.010, -0.520, -0.613]], "forces_ev_per_a": [[-1.173, 0.756, 0.095], [-0.798, 1.069, -0.285], [-1.614, 0.689, 1.859], [-0.358, 0.477, -0.737], [-1.418, -1.256, -0.346], [-0.093, 0.808, -1.131], [0.459, -0.120, 0.065], [0.017, -0.211, -0.284], [1.071, -0.765, -0.532], [0.251, -0.312, 0.172], [0.595, -0.337, 0.113], [0.636, 0.712, 0.616], [2.058, -1.662, 0.576], [0.369, 0.151, -0.184]], "lowdin_spin": [0.4651, 0.1425, 0.4361, 0.3207, 0.0808, 2.3526, 0.0138, 0.0163, 0.0100, 0.0090, 0.0021, 0.0215, 0.1186, 0.0110], "e_above_lowest_kcal_mol": 56.1, "s2": 6.018, "multiplicity": 5, "gap_ev": [7.82, 7.40], "total_charge": 2, "homo_ev": [-18.652, -19.651], "energy_ev": -12348.127}

***

(3)
{"formula": "C40H34N3P2PtS", "method": "wB97M-V/def2-TZVPD", "species": ["Pt", "C", "P", "C", "C", "C", "C", "C", "C", "C", "C", "C", "C", "C", "C", "C", "C", "C", "C", "C", "P", "C", "C", "C", "C", "C", "C", "C", "C", "C", "C", "C", "C", "N", "H", "H", "H", "H", "H", "H", "H", "H", "H", "H", "H", "H", "H", "H", "H", "H", "H", "H", "H", "H", "H", "H", "H", "H", "H", "H", "S", "C", "C", "C", "N", "C", "C", "C", "C", "C", "N", "C", "C", "H", "H", "H", "H", "H", "H", "H", "H"], "positions_angstrom": [[-0.396, 1.342, -0.049], [-2.887, 3.398, -0.508], [-2.688, 1.653, 0.041], [-3.731, 0.633, -1.031], [-3.297, 0.469, -2.348], [-4.035, -0.294, -3.238], [-5.205, -0.911, -2.812], [-5.636, -0.758, -1.503], [-4.903, 0.013, -0.610], [-3.389, 1.555, 1.705], [-4.599, 2.173, 2.019], [-5.132, 2.057, 3.293], [-4.462, 1.323, 4.262], [-3.251, 0.716, 3.962], [-2.716, 0.835, 2.688], [-1.561, 3.847, -1.032], [-1.209, 4.762, -1.984], [0.216, 4.749, -2.065], [0.662, 3.826, -1.163], [2.038, 3.367, -0.788], [1.897, 1.639, -0.191], [2.781, 1.552, 1.384], [2.073, 1.872, 2.544], [2.713, 1.862, 3.774], [4.057, 1.523, 3.851], [4.765, 1.205, 2.701], [4.131, 1.219, 1.467], [2.722, 0.491, -1.316], [2.917, 0.801, -2.659], [3.421, -0.158, -3.528], [3.719, -1.430, -3.067], [3.517, -1.751, -1.729], [3.016, -0.798, -0.860], [-0.422, 3.273, -0.497], [-3.184, 3.976, 0.371], [-3.674, 3.487, -1.256], [-2.384, 0.957, -2.677], [-3.702, -0.406, -4.261], [-5.779, -1.515, -3.502], [-6.547, -1.238, -1.173], [-5.242, 0.118, 0.412], [-5.127, 2.751, 1.269], [-6.070, 2.541, 3.531], [-4.883, 1.228, 5.254], [-2.723, 0.155, 4.722], [-1.763, 0.378, 2.452], [-1.884, 5.384, -2.549], [0.833, 5.368, -2.698], [2.439, 3.941, 0.052], [2.750, 3.458, -1.608], [1.022, 2.134, 2.476], [2.165, 2.119, 4.670], [4.554, 1.507, 4.812], [5.814, 0.948, 2.763], [4.688, 0.974, 0.571], [2.672, 1.786, -3.038], [3.581, 0.095, -4.568], [4.116, -2.174, -3.745], [3.759, -2.743, -1.367], [2.870, -1.049, 0.184], [-0.140, -5.261, 0.512], [-0.233, -3.481, 0.412], [-0.479, -2.856, -0.803], [-0.429, -1.480, -0.870], [-0.177, -0.719, 0.204], [0.021, -1.317, 1.385], [0.003, -2.691, 1.529], [1.551, -5.374, -0.070], [1.815, -5.600, -1.411], [3.141, -5.622, -1.824], [4.170, -5.435, -1.002], [3.901, -5.249, 0.288], [2.614, -5.213, 0.806], [-0.678, -3.436, -1.693], [-0.555, -0.956, -1.808], [0.253, -0.666, 2.218], [0.193, -3.138, 2.494], [1.012, -5.757, -2.118], [3.385, -5.793, -2.866], [4.756, -5.121, 0.941], [2.446, -5.066, 1.865]], "forces_ev_per_a": [[0.784, 0.003, 0.224], [0.111, 0.075, 0.055], [-0.158, -0.133, 0.196], [0.126, -0.047, -0.074], [-0.023, 0.058, -0.004], [0.005, 0.007, 0.007], [0.003, -0.008, 0.005], [-0.006, -0.005, -0.007], [0.037, -0.030, 0.030], [-0.057, -0.057, -0.013], [0.017, 0.035, -0.043], [-0.003, 0.006, 0.002], [0.008, -0.010, -0.001], [-0.006, 0.005, -0.003], [-0.020, 0.009, -0.021], [-0.006, -0.005, 0.048], [0.062, 0.072, -0.005], [-0.039, 0.082, -0.014], [0.008, -0.059, 0.101], [-0.079, 0.096, 0.032], [-0.007, -0.035, -0.013], [-0.078, -0.123, 0.011], [0.014, -0.027, -0.011], [0.007, -0.001, 0.007], [0.001, 0.000, 0.004], [0.001, 0.002, -0.011], [0.006, 0.055, -0.003], [-0.089, -0.062, -0.012], [-0.004, 0.008, -0.018], [-0.010, 0.024, 0.008], [0.004, -0.012, 0.023], [0.004, -0.003, -0.043], [0.012, 0.042, 0.029], [-0.088, 0.061, -0.466], [-0.025, 0.023, -0.026], [-0.018, -0.046, -0.002], [0.005, -0.011, -0.018], [0.006, -0.003, 0.004], [-0.010, 0.012, -0.003], [0.005, -0.006, 0.006], [-0.005, 0.009, 0.003], [-0.015, -0.020, -0.001], [-0.003, -0.003, -0.005], [0.008, 0.013, 0.005], [0.000, -0.004, 0.000], [-0.037, 0.000, 0.013], [0.014, 0.020, 0.008], [-0.014, 0.012, -0.003], [0.018, 0.007, -0.010], [0.002, -0.026, -0.016], [-0.003, 0.012, 0.005], [-0.008, -0.006, 0.000], [0.003, 0.011, 0.000], [0.000, -0.003, -0.003], [0.004, -0.011, 0.003], [-0.003, 0.004, 0.002], [-0.005, -0.003, -0.001], [0.004, 0.005, -0.002], [0.005, 0.007, 0.012], [-0.009, -0.017, 0.007], [0.017, 0.014, 0.056], [0.025, -0.051, 0.004], [0.106, 0.005, -0.012], [0.166, -0.065, -0.013], [-0.804, 0.008, 0.075], [0.214, 0.056, -0.058], [0.039, -0.001, -0.020], [-0.052, 0.009, -0.050], [0.010, -0.014, 0.004], [0.018, -0.005, -0.007], [-0.015, -0.013, 0.012], [0.009, -0.002, -0.012], [-0.001, 0.007, -0.006], [0.008, 0.012, -0.010], [-0.124, 0.015, 0.022], [-0.076, 0.005, 0.016], [0.004, 0.004, 0.001], [0.004, 0.005, -0.006], [-0.007, 0.000, -0.002], [-0.003, 0.004, 0.008], [0.006, 0.010, 0.002]], "mulliken_charge": [1.3398, -0.6446, 0.7916, 0.3401, -0.5400, -0.7944, -0.5644, -0.7244, -0.3745, 0.1418, -0.2432, -0.7371, -0.5023, -0.6884, -0.2744, 0.1796, -1.0672, -1.0937, 0.3996, -0.9380, 1.0139, 0.4737, -0.4792, -0.7272, -0.5531, -0.7250, -0.3530, 0.2242, -0.5750, -0.8127, -0.6149, -0.6323, -0.6674, -0.0284, 0.4902, 0.4723, 0.4245, 0.4474, 0.4073, 0.4246, 0.3871, 0.4461, 0.4183, 0.3938, 0.4426, 0.1132, 0.4805, 0.4897, 0.4362, 0.5722, 0.2967, 0.4357, 0.4119, 0.4363, 0.4856, 0.3460, 0.4325, 0.4584, 0.3823, 0.5789, -0.0977, 0.0240, -0.9212, -0.0638, -0.0223, 0.1064, -0.9583, 0.3232, -0.0836, -0.4802, -0.5717, -0.4546, -0.1692, 0.4494, 0.5049, 0.6287, 0.5209, 0.4328, 0.3949, 0.3740, 0.4035], "e_above_lowest_kcal_mol": 0.0, "gap_ev": 7.14, "total_charge": 1, "homo_ev": -10.009, "energy_ev": -79159.114}

***

(4)
{"formula": "CH3Cl2OP", "method": "wB97M-V/def2-TZVPD", "species": ["C", "O", "P", "Cl", "Cl", "H", "H", "H"], "positions_angstrom": [[0.464, -0.340, 0.485], [1.385, -0.737, -0.458], [-0.636, 0.824, -0.502], [-1.833, -0.526, -1.412], [-1.954, 1.495, 0.899], [0.233, -1.119, 1.174], [0.941, 0.567, 1.046], [1.401, -0.164, -1.233]], "forces_ev_per_a": [[2.889, 4.357, -0.009], [0.981, -2.330, 0.344], [-0.054, -1.571, -2.315], [-0.100, 0.232, -0.606], [-1.745, 0.983, 2.493], [-0.946, -0.509, 0.130], [-0.687, -1.567, 0.054], [-0.338, 0.404, -0.091]], "lowdin_spin": [0.2144, 0.1370, 0.9645, 0.2083, 0.3994, 0.0130, 0.0116, 0.0518], "e_above_lowest_kcal_mol": 53.3, "s2": 2.005, "multiplicity": 3, "gap_ev": [5.87, 6.60], "homo_ev": [-5.323, -10.383], "energy_ev": -37462.521}

***

(5)
{"formula": "C3H6OS2", "method": "wB97M-V/def2-TZVPD", "species": ["C", "S", "C", "S", "C", "O", "H", "H", "H", "H", "H", "H"], "positions_angstrom": [[0.104, 1.272, 1.993], [-0.636, 1.216, 0.356], [-0.262, -0.347, -0.391], [-0.629, -0.447, -1.997], [0.457, -1.398, 0.491], [1.849, -1.092, 0.656], [-0.345, 0.777, 2.913], [1.177, 0.999, 2.106], [0.060, 2.363, 2.213], [0.421, -2.260, -0.174], [0.114, -1.547, 1.567], [2.222, -1.060, -0.180]], "forces_ev_per_a": [[0.810, 0.437, 2.173], [0.215, -0.956, -0.047], [-0.196, 1.452, 0.641], [0.414, -0.551, 1.267], [0.581, -0.118, -0.310], [-1.505, 0.331, 2.470], [-0.270, 0.289, -1.572], [-0.645, 0.129, -0.864], [0.007, -0.669, -0.096], [-0.455, -0.668, 0.680], [-0.221, 0.205, -1.775], [1.265, 0.120, -2.566]], "mulliken_charge": [-0.8688, -0.0313, 0.2650, -0.2104, -0.5937, -0.4673, 0.3080, 0.3248, 0.3221, 0.3449, 0.2975, 0.3091], "e_above_lowest_kcal_mol": 36.0, "gap_ev": 8.41, "smiles": "CSC(=S)CO", "homo_ev": -8.911, "energy_ev": -26924.882}

***

(6)
{"formula": "C6H12INO2S", "method": "wB97M-V/def2-TZVPD", "species": ["C", "N", "S", "O", "O", "C", "C", "C", "H", "H", "H", "H", "H", "H", "H", "H", "H", "C", "C", "I", "H", "H", "H"], "positions_angstrom": [[0.375, 1.085, -1.837], [-0.101, 0.350, -0.961], [-0.800, 1.091, 0.426], [-2.171, 0.720, 0.397], [-0.524, 2.492, 0.446], [0.189, 0.226, 1.720], [1.532, 0.692, 1.303], [0.033, -1.302, 1.904], [0.876, 0.478, -2.716], [0.436, 2.101, -1.794], [-0.154, 0.684, 2.629], [2.129, -0.031, 0.511], [1.260, 1.632, 0.909], [2.293, 0.788, 1.989], [0.370, -1.862, 0.984], [-1.006, -1.544, 2.010], [0.765, -1.447, 2.611], [-2.620, -1.551, -2.553], [-1.756, -1.705, -1.582], [0.041, -2.722, -1.961], [-3.653, -1.057, -2.269], [-2.553, -1.923, -3.593], [-1.734, -1.467, -0.534]], "forces_ev_per_a": [[1.790, -3.593, -2.757], [-0.872, -0.320, 2.087], [-0.179, -1.072, -0.742], [-0.997, -0.768, 0.365], [0.426, 0.856, 0.229], [-0.833, -1.016, -0.980], [1.682, -2.400, -2.841], [-0.571, 1.339, -4.126], [-1.055, 1.522, 1.377], [0.065, 2.930, 0.052], [-0.133, 0.599, 0.454], [-2.128, 1.773, 1.489], [1.447, 1.328, -0.720], [1.171, 0.392, 2.310], [-0.207, 0.746, 0.761], [-0.323, -0.460, 1.059], [0.931, -1.228, 2.304], [-3.206, 0.971, 0.283], [1.052, -1.077, -0.416], [0.254, -0.329, -0.270], [2.177, -0.871, -0.660], [0.322, 0.303, 0.891], [-0.813, 0.375, -0.147]], "mulliken_charge": [-0.4819, 0.0045, 0.9843, -0.6501, -0.6677, 0.4195, -1.4894, -1.2996, 0.1638, 0.4053, 0.4371, 0.2139, 0.5349, 0.4856, 0.0818, 0.3702, 0.5128, -0.4968, -0.2973, -0.0252, 0.1984, 0.2479, 0.3482], "e_above_lowest_kcal_mol": 59.0, "gap_ev": 9.38, "smiles": "C=NS(=O)(=O)C(C)C.C=CI", "homo_ev": -8.991, "energy_ev": -30933.759}

***

| no. | molecular weight (g/mol) |
| --- | --- |
| 1 | 181.3 |
| 2 | 194.0 |
| 3 | 845.8 |
| 4 | 132.9 |
| 5 | 122.2 |
| 6 | 289.1 |